*P*
# C4H10S2

A structure of composition C4H10S2 (wB97M-V/def2-TZVPD, the OMol25 dataset).

```
16
C4H10S2 wB97M-V/def2-TZVPD
C 2.41 0.69 1.84
C 2.06 0.81 0.46
S -1.48 0.11 1.62
S -1.72 -1.69 0.59
C -1.24 -1.13 -1.16
C -2.20 -0.04 -1.65
H 1.25 0.46 1.39
H 3.12 -0.11 2.24
H 2.40 1.50 2.70
H 2.35 0.04 -0.28
H 1.55 1.72 0.08
H -1.16 -2.02 -1.77
H -0.13 -0.93 -0.99
H -1.70 0.62 -2.31
H -3.06 -0.54 -2.13
H -2.44 0.51 -0.63
```

Computed properties:
- Kohn-Sham gap (eV) = 3.833
- spin multiplicity = 1

*Q*
# C4H10S2

A cluster of 2 separate species, C4H10S2 in total (wB97M-V/def2-TZVPD, the OMol25 dataset).

```
16
C4H10S2 wB97M-V/def2-TZVPD
C -0.23 0.69 -2.15
C 0.11 1.24 -0.97
C -0.89 1.42 0.12
H 0.35 0.74 -3.06
H -1.27 0.36 -2.27
H 1.13 1.56 -0.71
H -0.69 0.94 1.09
H -1.86 1.03 -0.17
H -1.04 2.49 0.38
C -0.23 -2.03 0.78
S 1.61 -1.62 0.42
S 2.27 -0.86 2.19
H -0.64 -1.28 0.12
H -0.18 -3.02 0.32
H -0.56 -2.13 1.81
H 2.11 0.47 2.08
```

Computed properties:
- Kohn-Sham gap (eV) = 9.559
- spin multiplicity = 1

Which one sits at the bottom of the stability order? *P* does.

*P*
# C4H10S2

A cluster of 2 separate species, C4H10S2 in total (wB97M-V/def2-TZVPD, the OMol25 dataset).

```
16
C4H10S2 wB97M-V/def2-TZVPD
C 0.37 1.26 0.83
C 1.80 -0.77 0.17
C -1.03 0.08 -1.77
C 0.47 -0.20 0.50
S -2.43 -0.45 1.34
S -0.57 -1.32 1.38
H -0.66 1.59 0.86
H 0.82 1.47 1.81
H 0.90 1.84 0.08
H 1.89 -1.02 -0.89
H 1.98 -1.69 0.73
H 2.59 -0.06 0.42
H -0.21 0.44 -2.36
H -1.31 -0.94 -1.89
H -1.76 0.79 -1.43
H -2.85 -1.00 0.19
```

Computed properties:
- Kohn-Sham gap (spin up / spin down) (eV) = 8.727 / 7.537
- spin multiplicity = 1

*Q*
# C4H10S2

The molecule C4H10S2 (wB97M-V/def2-TZVPD, the OMol25 dataset).

```
16
C4H10S2 wB97M-V/def2-TZVPD
C -1.40 1.66 -0.26
C -0.31 0.78 0.41
C 0.03 -0.66 -0.31
S -1.31 -1.85 -0.21
C 1.31 -1.26 0.27
S 2.91 -0.27 -0.14
H -1.52 2.56 0.36
H -2.34 1.16 -0.35
H -1.26 2.06 -1.26
H 0.66 1.35 0.44
H -0.47 0.55 1.47
H 0.13 -0.55 -1.40
H -1.67 -1.79 1.07
H 1.44 -2.36 0.03
H 1.18 -1.19 1.39
H 2.62 -0.18 -1.51
```

Computed properties:
- Kohn-Sham gap (eV) = 9.943
- spin multiplicity = 1

Which one sits at the bottom of the stability order? *P* does.

*P*
# C2H4S3

A cluster of 2 separate species, C2H4S3 in total (wB97M-V/def2-TZVPD, the OMol25 dataset).

```
9
C2H4S3 wB97M-V/def2-TZVPD
S 0.25 2.01 -1.59
C 0.35 1.78 -0.04
C 1.00 1.10 1.08
S -0.34 2.28 1.44
H 0.89 -0.09 1.30
H 1.94 1.32 1.44
S -1.95 -0.53 -0.74
H -1.64 -1.69 -1.47
H -2.54 -0.08 -1.79
```

Computed properties:
- Kohn-Sham gap (eV) = 8.488
- spin multiplicity = 1

*Q*
# C2H4S3

A cluster of 2 separate species, C2H4S3 in total (wB97M-V/def2-TZVPD, the OMol25 dataset).

```
9
C2H4S3 wB97M-V/def2-TZVPD
C 0.86 -0.63 -0.20
C -1.28 1.39 0.12
S 2.51 -0.42 0.50
S 1.89 0.01 -1.43
S 0.05 -2.25 -0.30
H -0.96 1.61 -0.91
H -0.63 1.69 0.96
H -2.30 0.80 0.33
H -0.14 -2.21 0.93
```

Computed properties:
- Kohn-Sham gap (eV) = 5.811
- spin multiplicity = 1

Which one sits at the bottom of the stability order? *Q* does.

*P*
# C17H16N2O3S

The molecule C17H16N2O3S (wB97M-V/def2-TZVPD, the OMol25 dataset).

```
39
C17H16N2O3S wB97M-V/def2-TZVPD
C -5.86 -1.69 -0.09
O -5.17 -0.53 0.28
C -3.85 -0.39 -0.08
C -3.15 -1.37 -0.78
C -1.82 -1.21 -1.12
C -1.16 -0.04 -0.76
C 0.23 0.15 -1.10
N 0.96 -0.71 -1.76
O 2.20 -0.15 -1.84
C 2.12 1.04 -1.21
C 3.34 1.84 -1.05
S 3.94 1.65 0.69
C 3.44 -0.05 0.93
C 2.27 -0.32 1.61
C 1.82 -1.62 1.72
C 2.56 -2.65 1.15
C 3.74 -2.38 0.49
C 4.19 -1.08 0.38
N 0.94 1.27 -0.75
C -1.85 0.95 -0.07
C -3.18 0.80 0.28
O -3.69 1.86 0.97
C -5.07 1.96 1.27
H -6.87 -1.57 0.28
H -5.42 -2.59 0.36
H -5.89 -1.81 -1.18
H -3.65 -2.28 -1.06
H -1.30 -1.98 -1.66
H 3.14 2.90 -1.18
H 4.12 1.50 -1.74
H 1.70 0.50 2.03
H 0.90 -1.83 2.23
H 2.20 -3.67 1.22
H 4.31 -3.18 0.05
H 5.11 -0.85 -0.15
H -1.34 1.86 0.22
H -5.18 2.94 1.74
H -5.39 1.19 1.97
H -5.69 1.92 0.37
```

Computed properties:
- Kohn-Sham gap (eV) = 8.816
- spin multiplicity = 1

*Q*
# C17H16N2O3S

The molecule C17H16N2O3S (wB97M-V/def2-TZVPD, the OMol25 dataset).

```
39
C17H16N2O3S wB97M-V/def2-TZVPD
O -2.78 0.24 2.33
C -2.22 -0.15 1.33
C -0.78 -0.51 1.32
C -0.19 -1.36 0.48
C 1.24 -1.66 0.47
C 1.70 -2.76 -0.26
C 3.04 -3.08 -0.32
C 3.97 -2.29 0.34
C 3.52 -1.19 1.05
N 4.48 -0.34 1.72
O 4.06 0.69 2.22
O 5.63 -0.69 1.73
C 2.17 -0.87 1.13
N -2.86 -0.29 0.14
C -4.18 0.26 -0.09
C -4.16 1.37 -1.13
S -3.12 2.79 -0.62
C -1.46 2.19 -0.81
C -1.06 1.41 -1.89
C 0.26 1.01 -1.99
C 1.19 1.41 -1.04
C 0.79 2.21 0.02
C -0.53 2.59 0.14
H -0.24 -0.02 2.11
H -0.77 -1.90 -0.25
H 0.98 -3.39 -0.78
H 3.37 -3.94 -0.88
H 5.03 -2.51 0.30
H 1.87 0.00 1.69
H -2.32 -0.53 -0.68
H -4.87 -0.52 -0.41
H -4.51 0.65 0.88
H -5.16 1.79 -1.24
H -3.82 1.01 -2.10
H -1.76 1.13 -2.66
H 0.57 0.40 -2.83
H 2.22 1.11 -1.14
H 1.51 2.53 0.75
H -0.85 3.21 0.96
```

Computed properties:
- Kohn-Sham gap (eV) = 7.733
- spin multiplicity = 1

Which one sits at the bottom of the stability order? *Q* does.

*P*
# C16H31F3P2Pd

A structure of composition C16H31F3P2Pd (wB97M-V/def2-TZVPD, the OMol25 dataset).

```
53
C16H31F3P2Pd wB97M-V/def2-TZVPD
P 0.39 0.11 -4.67
P 1.49 3.21 -4.96
C -0.30 1.53 -5.83
C 0.93 2.17 -6.43
H -0.85 2.14 -5.07
H -1.03 1.22 -6.58
H 1.73 1.44 -6.72
H 0.72 2.82 -7.29
C 0.22 4.47 -5.31
H 0.07 5.12 -4.45
H -0.74 4.06 -5.64
H 0.61 5.05 -6.16
C 2.98 4.10 -5.41
H 2.68 5.05 -5.87
H 3.58 3.53 -6.12
H 3.58 4.31 -4.51
C -0.96 -0.83 -5.50
H -1.01 -1.89 -5.32
H -0.75 -0.70 -6.58
H -1.91 -0.36 -5.26
C 1.78 -0.89 -5.39
H 2.67 -0.86 -4.75
H 2.00 -0.52 -6.39
H 1.43 -1.93 -5.44
Pd 1.23 1.68 -3.50
C -2.51 -1.42 -1.76
C -2.83 -1.55 -3.08
C -3.07 -2.82 -3.84
C -2.44 -4.08 -3.22
C -0.95 -4.10 -3.29
C 0.04 -3.34 -2.78
C -0.03 -2.24 -1.77
C -1.34 -1.97 -0.99
C 2.65 1.16 -2.12
H -3.08 -0.71 -1.15
H -3.13 -0.63 -3.62
H -2.75 -2.66 -4.88
H -4.15 -2.96 -3.86
H -2.78 -4.30 -2.21
H -2.80 -4.91 -3.84
H -0.61 -4.90 -3.96
H 1.07 -3.65 -2.99
H 0.38 -1.30 -2.15
H 0.67 -2.58 -0.99
H -1.62 -2.87 -0.41
H -1.13 -1.20 -0.21
H 2.93 2.09 -1.58
H 3.49 0.69 -2.64
H 2.09 0.47 -1.48
F 0.03 2.21 -0.84
C 0.45 2.89 -1.94
F -0.63 3.62 -2.38
F 1.37 3.82 -1.52
```

Computed properties:
- Kohn-Sham gap (spin up / spin down) (eV) = 6.462 / 5.744
- ⟨S²⟩ = 6.0156
- spin multiplicity = 5
- net charge = +2

*Q*
# C16H31F3P2Pd

A structure of composition C16H31F3P2Pd (wB97M-V/def2-TZVPD, the OMol25 dataset).

```
53
C16H31F3P2Pd wB97M-V/def2-TZVPD
P -0.40 -1.40 -1.44
P 0.40 2.08 -1.42
C -0.23 -0.27 -2.93
C 0.79 0.86 -2.73
H -1.22 0.14 -3.16
H 0.07 -0.89 -3.77
H 1.80 0.47 -2.55
H 0.84 1.47 -3.64
C -0.72 3.27 -2.18
H -0.86 4.12 -1.50
H -1.70 2.81 -2.39
H -0.27 3.62 -3.12
C 1.89 2.98 -1.03
H 2.08 3.68 -1.86
H 2.77 2.33 -0.95
H 1.77 3.56 -0.11
C -1.89 -2.50 -1.76
H -1.90 -3.33 -1.04
H -1.82 -2.92 -2.77
H -2.85 -1.96 -1.69
C 0.64 -2.77 -2.41
H 1.59 -2.33 -2.75
H 0.10 -3.12 -3.30
H 0.85 -3.63 -1.76
Pd 1.52 0.54 4.25
C -0.66 1.21 -0.27
C -1.45 -0.07 -0.60
C -1.96 -0.73 0.68
C -0.95 -1.78 1.25
C 0.12 -2.19 0.25
C 1.11 -1.31 -0.40
C 1.51 -0.04 0.34
C 0.38 0.87 0.84
C 0.66 -1.21 4.42
H -1.37 1.97 0.10
H -2.27 0.14 -1.30
H -2.90 -1.25 0.48
H -2.19 0.03 1.43
H -0.51 -1.47 2.21
H -1.54 -2.67 1.51
H 0.30 -3.27 0.21
H 2.01 -1.77 -0.82
H 2.19 0.54 -0.31
H 2.14 -0.32 1.21
H -0.12 0.42 1.70
H 0.82 1.78 1.28
H 0.96 -1.52 5.43
H 1.04 -1.89 3.63
H -0.44 -1.07 4.35
F -0.86 1.37 5.64
C 0.21 1.92 4.96
F -0.32 2.68 3.94
F 0.81 2.79 5.84
```

Computed properties:
- Kohn-Sham gap (spin up / spin down) (eV) = 7.037 / 5.893
- ⟨S²⟩ = 6.0150
- spin multiplicity = 5
- net charge = +2

Which one sits at the bottom of the stability order? *P* does.